C5H7O5P | wB97M-V/def2-TZVPD

```
18
C5H7O5P (wB97M-V/def2-TZVPD)
C 3.70 -0.74 0.91
C 0.90 0.84 -0.52
C 0.07 0.53 0.44
C -1.53 -0.89 -0.48
C -1.41 0.45 0.30
O 4.84 -0.79 0.91
O 3.11 0.04 -1.65
O 0.58 0.05 1.65
O -2.89 -1.13 -0.75
O -1.96 1.56 -0.25
P 2.73 0.59 -0.35
H 0.50 1.08 -1.49
H -1.06 -0.69 -1.49
H -1.08 -1.51 0.20
H -1.70 0.13 1.41
H 1.39 0.42 1.95
H -3.44 -1.26 -0.01
H -2.74 1.31 -0.78
```

Calculated values
E_LUMO (spin up / spin down) = 0.18 / -2.56 eV
Kohn-Sham gap (spin up / spin down) = 7.218 / 7.359 eV
Multiplicity = 3
Calculated total energy = -24819.39954 eV

C5H7OPS2 | wB97M-V/def2-TZVPD

```
16
C5H7OPS2 (wB97M-V/def2-TZVPD)
C 1.18 2.34 0.22
C 1.04 1.14 0.37
C 0.62 -1.13 -0.35
C -0.44 -0.44 -1.22
C 0.98 -0.29 0.83
O 0.03 -0.43 1.87
P -2.15 -0.03 -0.47
S -3.46 -1.45 -0.24
S -2.23 1.81 0.01
H 1.27 3.38 -0.12
H 0.27 -2.11 -0.06
H 1.51 -1.45 -1.04
H -0.18 0.47 -1.70
H -0.67 -1.09 -2.06
H 1.95 -0.51 1.23
H 0.27 -0.21 2.75
```

Calculated values
E_LUMO = -0.69 eV
Kohn-Sham gap = 8.272 eV
Multiplicity = 1
Calculated total energy = -38303.15824 eV

C5H7P | wB97M-V/def2-TZVPD

```
13
C5H7P (wB97M-V/def2-TZVPD)
C -0.06 -1.25 0.18
C -1.99 -1.17 -0.19
C -0.83 1.07 0.23
C 0.31 0.12 0.39
C 1.57 0.58 -0.39
P -2.40 0.48 -0.09
H 0.48 -2.17 0.11
H -2.55 -2.07 -0.34
H -0.65 2.12 0.40
H 0.54 0.20 1.47
H 1.39 1.57 -0.82
H 1.77 -0.10 -1.21
H 2.44 0.63 0.25
```

Calculated values
E_LUMO (spin up / spin down) = 0.17 / -0.50 eV
Kohn-Sham gap (spin up / spin down) = 8.176 / 7.635 eV
Multiplicity = 1
Calculated total energy = -14581.98736 eV

C5H7PS | wB97M-V/def2-TZVPD

```
14
C5H7PS (wB97M-V/def2-TZVPD)
S 0.43 -1.12 2.26
C -0.97 -1.03 1.02
C -0.70 0.19 -0.06
C 0.50 -0.18 -0.77
C 1.27 0.81 -1.19
C 0.81 2.07 -0.92
P -0.55 2.13 0.07
H 1.08 -2.02 1.59
H -1.05 -1.81 0.40
H -1.84 -0.84 1.66
H -1.50 -0.01 -0.80
H 0.72 -1.14 -1.07
H 2.25 0.57 -1.49
H 1.43 2.96 -1.06
```

Calculated values
E_LUMO = -0.07 eV
Kohn-Sham gap = 8.220 eV
SMILES string = SC[C@@H]1C=CC=P1
Multiplicity = 1
Calculated total energy = -25419.92942 eV

C5H8 | wB97M-V/def2-TZVPD

```
13
C5H8 (wB97M-V/def2-TZVPD)
C 0.19 1.39 -1.44
C 0.07 0.55 -0.43
C -1.11 -0.17 0.21
C -0.09 -1.14 0.87
C 1.07 -0.21 0.43
H -0.68 1.80 -1.96
H 1.17 1.71 -1.80
H -1.83 -0.61 -0.49
H -1.65 0.45 0.93
H -0.06 -2.11 0.38
H -0.21 -1.29 1.95
H 1.92 -0.67 -0.08
H 1.45 0.41 1.25
```

Calculated values
E_LUMO = 1.22 eV
Kohn-Sham gap = 10.480 eV
SMILES string = C=C1CCC1
Multiplicity = 1
Calculated total energy = -5313.26606 eV

C5H8 | wB97M-V/def2-TZVPD

```
13
C5H8 (wB97M-V/def2-TZVPD)
C -1.85 -0.88 1.45
C -0.68 -0.88 0.77
C -0.36 -0.07 -0.52
C 0.95 0.81 -0.41
C 2.05 1.01 -1.19
H -2.05 -1.75 2.11
H -2.61 -0.05 1.50
H -0.17 -1.79 1.12
H -0.29 -0.68 -1.47
H -1.16 0.67 -0.76
H 1.03 1.19 0.60
H 2.66 2.00 -1.16
H 2.48 0.43 -2.05
```

Calculated values
E_LUMO = 1.11 eV
Kohn-Sham gap = 10.200 eV
SMILES string = C=CCC=C
Multiplicity = 1
Calculated total energy = -5311.78239 eV

C5H8 | wB97M-V/def2-TZVPD

```
13
C5H8 (wB97M-V/def2-TZVPD)
C -0.29 -0.13 1.43
C 0.75 1.46 -0.42
C 0.28 0.51 -1.31
C -0.18 -0.77 -1.00
C -0.63 -1.03 0.32
H -0.99 -0.05 2.26
H 0.73 0.09 1.67
H 0.78 2.50 -0.73
H 1.43 1.22 0.39
H 0.10 0.84 -2.34
H -0.46 -1.45 -1.79
H -1.56 -1.59 0.40
H 0.05 -1.60 1.11
```

Calculated values
E_LUMO (spin up / spin down) = 0.51 / 0.51 eV
Kohn-Sham gap (spin up / spin down) = 7.804 / 7.799 eV
Multiplicity = 1
Calculated total energy = -5309.99204 eV

C5H8 | wB97M-V/def2-TZVPD

```
13
C5H8 (wB97M-V/def2-TZVPD)
C -0.53 1.04 -0.62
C 0.75 1.09 -0.28
C 1.22 -0.27 0.16
C -0.09 -0.96 0.60
C -1.21 -0.20 -0.14
H -1.18 1.82 -1.05
H 1.42 1.94 -0.35
H 1.59 -0.70 -0.77
H 2.06 -0.29 0.86
H -0.09 -2.01 0.33
H -0.21 -0.87 1.69
H -1.72 -0.79 -0.91
H -2.01 0.21 0.49
```

Calculated values
E_LUMO = 1.22 eV
Kohn-Sham gap = 10.129 eV
SMILES string = C1=CCCC1
Multiplicity = 1
Calculated total energy = -5313.88791 eV

Which value of calculated total energy does entry 1 give? -24819.39954 eV

The lowest calculated total energy belongs to which entry? C5H7OPS2